Entry from OMol25: a cluster of 13 separate species, C6H39NO13 in total (wB97M-V/def2-TZVPD).

The HOMO-LUMO gap comes out at 9.80 eV. For the energy, the calculation gives -1284.854903 Ha. For the LUMO energy, the calculation gives -0.0955 eV. The energy above the lowest of the compared OMol25 structures with the same formula, charge and spin is 305.0 kJ/mol. The calculation puts the HOMO energy at -9.898 eV.

Structure (ORCA input):
```
! RIJCOSX wB97M-V def2-TZVPD def2/J DEFGRID3
* xyz 0 1
C -0.1952 -0.8830 1.6346
N 0.6163 -0.8129 0.4011
C 0.7113 -2.0220 -0.3679
O -0.1218 -1.9931 -1.5688
C -0.1156 0.3390 2.5335
C -1.1011 1.4040 1.9658
C -2.5561 1.0979 2.2707
C -0.7949 2.8242 2.4526
H -1.2429 -1.0544 1.3933
H 0.1302 -1.7895 2.1513
H 0.2178 -0.0654 -0.1783
H 0.2463 -2.8326 0.1851
H 1.7054 -2.1502 -0.7916
H -0.5785 -1.1586 -1.7202
H -0.4313 0.1276 3.5581
H 0.8831 0.7579 2.6291
H -0.9064 1.3763 0.9029
H -2.7278 0.5212 3.1902
H -3.3207 1.8619 2.3219
H -2.9610 0.4077 1.5129
H -0.5336 2.8723 3.5134
H -0.0355 3.2978 1.8265
H -1.6749 3.4714 2.4116
H -0.8800 1.5644 -1.0772
H -0.3326 0.8141 -2.2716
O -1.0384 0.7659 -1.6013
H 0.0279 -1.9551 -3.4478
H -1.1562 -2.5499 -4.3019
O -0.4374 -1.9145 -4.3010
H -0.4979 -0.0507 -4.0937
H -0.5976 1.3789 -4.5969
O -0.0141 0.7884 -4.1071
H -4.1596 -2.0906 1.1849
H -4.4489 -2.2175 -0.3203
O -4.8991 -2.1237 0.5772
H 5.2249 -2.1760 0.0693
H 3.8130 -1.6580 0.3473
O 4.5851 -1.5154 -0.2056
H 2.4618 -0.0286 0.3159
H 3.8013 0.4644 -0.2709
O 3.1381 0.6709 0.3948
H -3.8449 -1.4230 -2.1385
H -2.8475 -2.1412 -1.3568
O -3.7201 -2.3339 -1.7312
H -2.6462 0.3401 -2.0425
H -4.0676 0.9707 -1.5806
O -3.6045 0.2167 -1.9293
H 3.5769 -1.4850 2.2950
H 2.8271 -2.4797 3.1908
O 3.6461 -2.3415 2.7210
H 3.0580 1.9502 3.2983
H 3.5845 0.8811 2.2654
O 3.2301 1.0190 3.1548
H 1.7409 1.6933 -0.0045
H 1.3533 2.3659 -1.3524
O 0.9653 1.9800 -0.5234
H 1.8267 2.0582 -3.4822
H 2.9832 2.3118 -2.5125
O 2.1354 2.6529 -2.7936
*
```



Entry from OMol25: an isolated molecule of CH2N4 (wB97M-V/def2-TZVPD).

As for the structure (SMILES): c1nnn[nH]1. The HOMO-LUMO gap comes out at 11.29 eV. For the energy, the calculation gives -258.238530 Ha. For the LUMO energy, the calculation gives 0.6321 eV. The energy above the lowest of the compared OMol25 structures with the same formula, charge and spin is 281.5 kJ/mol. The calculation puts the HOMO energy at -10.655 eV.

Structure (ORCA input):
```
! RIJCOSX wB97M-V def2-TZVPD def2/J DEFGRID3
* xyz 0 1
C -0.9947 0.4841 -0.0121
N -0.9299 -0.8218 -0.0375
N 0.5534 -1.0224 0.0636
N 1.1012 0.0523 -0.0070
N 0.3180 0.9511 -0.0905
H -1.8288 1.0770 0.2546
H 0.4986 1.9038 0.3180
*
```



Entry from OMol25: an isolated molecule of C24H23F2N3O4S (wB97M-V/def2-TZVPD).

As for the structure (SMILES): Cc1ccc(S(=O)(=O)N(C)Cc2ccc(C(=O)N/N=C/c3ccc(OC(F)F)cc3)cc2)cc1. The HOMO-LUMO gap comes out at 8.66 eV. For the energy, the calculation gives -1991.493876 Ha. For the LUMO energy, the calculation gives 0.1423 eV. The energy above the lowest of the compared OMol25 structures with the same formula, charge and spin is 13.0 kJ/mol. The calculation puts the HOMO energy at -8.523 eV.

Structure (ORCA input):
```
! RIJCOSX wB97M-V def2-TZVPD def2/J DEFGRID3
* xyz 0 1
C -6.0291 -4.6747 1.7717
C -5.7541 -3.3799 1.0723
C -6.4472 -2.2243 1.4185
C -6.2079 -1.0324 0.7568
C -5.2735 -0.9978 -0.2595
S -4.8972 0.5615 -1.0563
O -4.3685 0.3048 -2.3634
O -6.0188 1.4409 -0.9183
N -3.6518 1.2040 -0.1454
C -4.0159 1.6063 1.1884
C -2.3781 0.5363 -0.2791
C -1.2393 1.4981 -0.0699
C -0.1695 1.1802 0.7554
C 0.8793 2.0657 0.9272
C 0.8637 3.2945 0.2763
C 1.9378 4.3045 0.4323
O 1.7394 5.5008 0.4770
N 3.2293 3.8382 0.5144
N 3.5775 2.5629 0.3517
C 4.8023 2.2179 0.3860
C 5.1837 0.8319 0.2208
C 6.5258 0.4550 0.3074
C 6.8934 -0.8648 0.1599
C 5.9225 -1.8309 -0.0782
O 6.4116 -3.1355 -0.2081
C 5.5847 -4.1594 -0.4256
F 4.8670 -4.0397 -1.5716
F 4.6561 -4.3181 0.5532
C 4.5844 -1.4769 -0.1717
C 4.2245 -0.1519 -0.0227
C -0.2268 3.6293 -0.5255
C -1.2614 2.7348 -0.7060
C -4.5750 -2.1331 -0.6229
C -4.8188 -3.3211 0.0428
H -5.1225 -5.2686 1.8600
H -6.7541 -5.2545 1.2001
H -6.4407 -4.5035 2.7630
H -7.1805 -2.2596 2.2108
H -6.7469 -0.1309 1.0014
H -3.2919 2.3331 1.5573
H -4.9960 2.0719 1.1273
H -4.0539 0.7546 1.8812
H -2.3494 0.1569 -1.3042
H -2.2954 -0.3122 0.4189
H -0.1539 0.2296 1.2698
H 1.6975 1.8070 1.5801
H 3.9515 4.5578 0.6249
H 5.6066 2.9460 0.5470
H 7.2828 1.2025 0.4933
H 7.9247 -1.1715 0.2250
H 6.1779 -5.0852 -0.4880
H 3.8180 -2.2113 -0.3599
H 3.1898 0.1424 -0.0970
H -0.2403 4.5956 -1.0065
H -2.1046 2.9815 -1.3326
H -3.8662 -2.0752 -1.4336
H -4.2806 -4.2144 -0.2386
*
```



Entry from OMol25: a cluster of 2 separate species, C5H8N in total (wB97M-V/def2-TZVPD).

The HOMO-LUMO gap (alpha / beta) comes out at 6.45 / 10.19 eV. For the energy, the calculation gives -249.534488 Ha. For the LUMO energy (alpha / beta), the calculation gives -5.1240 / -6.1099 eV. The energy above the lowest of the compared OMol25 structures with the same formula, charge and spin is 424.2 kJ/mol. The calculation puts the HOMO energy (alpha / beta) at -11.576 / -16.302 eV.

Structure (ORCA input):
```
! RIJCOSX wB97M-V def2-TZVPD def2/J DEFGRID3
* xyz 1 3
C -0.1134 0.0011 -0.7876
C -0.3682 0.0247 0.5511
C 2.3396 -1.7744 0.4933
C -0.2320 0.4441 -2.1443
C -0.9700 0.5023 1.7601
N 0.6754 -0.7236 0.0683
H 2.4728 -1.4003 1.4911
H 2.8997 -1.4996 -0.3749
H 0.4388 -0.1005 -2.8086
H 0.0210 1.5143 -2.1748
H -1.2643 0.3713 -2.4954
H -2.0606 0.4564 1.7056
H -0.7171 1.5659 1.8716
H -0.6071 -0.0414 2.6318
*
```



Entry from OMol25: a structure of composition C33H33CoN7O2S2 (wB97M-V/def2-TZVPD).

The HOMO-LUMO gap (alpha / beta) comes out at 4.20 / 4.28 eV. For the energy, the calculation gives -3990.229232 Ha. For the LUMO energy (alpha / beta), the calculation gives -1.6766 / -1.6781 eV. The energy above the lowest of the compared OMol25 structures with the same formula, charge and spin is 97.1 kJ/mol. The calculation puts the HOMO energy (alpha / beta) at -5.879 / -5.955 eV.

Structure (ORCA input):
```
! RIJCOSX wB97M-V def2-TZVPD def2/J DEFGRID3
* xyz 0 4
Co 0.4902 -0.2838 -0.2879
C -1.8376 1.3063 -1.1092
C -1.3211 0.7419 -2.4295
N 0.1289 0.5677 -2.3556
C 0.9091 1.7925 -2.5270
C 1.5553 2.2544 -1.2403
C 2.4776 3.2901 -1.2321
C 3.0469 3.6716 -0.0261
C 2.6602 3.0126 1.1302
C 1.7242 1.9934 1.0432
C 1.2379 1.2655 2.2773
N 0.5153 0.0405 1.9494
C -0.9008 0.0459 2.3012
C -1.6774 0.8997 1.2961
N -1.4143 0.4003 -0.0470
N 1.1909 1.6287 -0.1225
H -1.4067 2.2964 -0.9305
H -2.9309 1.3987 -1.1452
H -1.7720 -0.2409 -2.5771
H -1.6189 1.3918 -3.2642
H 0.4242 -0.1115 -3.0493
H 1.7118 1.6309 -3.2540
H 0.2747 2.6059 -2.9109
H 2.7437 3.7888 -2.1516
H 3.7798 4.4625 0.0086
H 3.0686 3.2983 2.0876
H 2.1098 1.0495 2.9044
H 0.5854 1.9440 2.8453
H 0.9887 -0.7663 2.3442
H -1.2695 -0.9809 2.2503
H -1.0701 0.4202 3.3214
H -2.7490 0.8716 1.5331
H -1.3366 1.9379 1.3549
H -1.9768 -0.4677 -0.1884
S -3.3321 -1.8810 -0.7765
C -2.7184 -3.1690 0.1671
C -3.6449 -4.0847 0.6846
C -3.2532 -5.1760 1.4367
C -4.1997 -6.1197 1.8814
N -4.9719 -6.8970 2.2228
C -1.8796 -5.3530 1.7365
C -0.9570 -4.4606 1.2170
C -1.3348 -3.3834 0.4127
S -0.0077 -2.5446 -0.3304
C -1.4576 -6.4150 2.5599
N -1.0898 -7.2507 3.2567
H -4.6925 -3.9277 0.4699
H 0.0957 -4.5904 1.4172
C 4.9860 -3.5905 -1.5059
O 4.9384 -2.5916 -0.5161
C 4.1153 -2.7681 0.5492
C 3.4501 -3.9526 0.8333
C 2.7127 -4.1021 1.9941
C 2.6403 -3.0634 2.9054
C 3.2874 -1.8730 2.6325
C 3.9948 -1.6837 1.4461
N 4.6171 -0.4595 1.2363
C 4.9233 0.1762 0.0751
C 4.3589 -0.0299 -1.1752
C 5.0213 0.4404 -2.3413
C 4.5975 0.0962 -3.5927
C 3.4862 -0.7493 -3.7512
C 2.7525 -1.1299 -2.6592
C 3.0916 -0.7136 -1.3484
O 2.3138 -0.9027 -0.3501
H 5.6467 -3.2047 -2.2814
H 3.9948 -3.7678 -1.9331
H 5.3967 -4.5261 -1.1144
H 3.5152 -4.7861 0.1540
H 2.2195 -5.0420 2.1961
H 2.0914 -3.1895 3.8271
H 3.2574 -1.0646 3.3518
H 4.8884 0.0207 2.0843
H 5.7289 0.8972 0.1669
H 5.9032 1.0547 -2.2143
H 5.1352 0.4371 -4.4659
H 3.2049 -1.0806 -4.7423
H 1.8731 -1.7540 -2.7558
*
```



Entry from OMol25: an isolated molecule of C17H16ClF3N2O (wB97M-V/def2-TZVPD).

As for the structure (SMILES): CCc1ccccc1NCC(=O)Nc1ccc(Cl)c(C(F)(F)F)c1. The HOMO-LUMO gap comes out at 8.42 eV. For the energy, the calculation gives -1602.006554 Ha. For the LUMO energy, the calculation gives 0.3630 eV. The calculation puts the HOMO energy at -8.055 eV.

Structure (ORCA input):
```
! RIJCOSX wB97M-V def2-TZVPD def2/J DEFGRID3
* xyz 0 1
C -5.2110 -2.4386 -0.3904
C -5.9984 -1.1258 -0.4629
C -5.3100 -0.0477 0.3325
C -5.7250 0.2057 1.6289
C -5.0972 1.1489 2.4241
C -4.0259 1.8529 1.9100
C -3.5924 1.6152 0.6189
C -4.2191 0.6685 -0.1892
N -3.8427 0.4733 -1.5183
C -2.5070 0.7857 -1.9545
C -1.4719 -0.1365 -1.2950
O -1.7571 -1.2552 -0.9394
N -0.2347 0.4320 -1.1713
C 0.9226 -0.1199 -0.6263
C 0.9688 -1.4019 -0.0792
C 2.1476 -1.8888 0.4472
C 3.3012 -1.1164 0.4429
Cl 4.7574 -1.7506 1.1064
C 3.2616 0.1671 -0.1008
C 4.4968 1.0286 -0.1167
F 4.9703 1.2784 1.1134
F 4.2730 2.2289 -0.6769
F 5.5029 0.4789 -0.8137
C 2.0783 0.6576 -0.6308
H -4.1769 -2.3012 -0.6998
H -5.6686 -3.1951 -1.0248
H -5.2012 -2.8060 0.6332
H -6.1276 -0.8169 -1.5031
H -6.9958 -1.2900 -0.0501
H -6.5608 -0.3532 2.0260
H -5.4393 1.3275 3.4321
H -3.5169 2.5905 2.5133
H -2.7507 2.1805 0.2489
H -4.1469 -0.4227 -1.8708
H -2.4579 0.6256 -3.0373
H -2.2850 1.8369 -1.7595
H -0.1262 1.3749 -1.5201
H 0.0780 -2.0077 -0.0694
H 2.1810 -2.8799 0.8696
H 2.0599 1.6533 -1.0487
*
```